The following is a DFT calculation (ωB97M-V with the def2-TZVPD basis set) of C51H51GeN6ORuSi as an isolated structure at a distorted geometry.

Geometry as XYZ:
```
112
Properties=species:S:1:pos:R:3:mulliken_spin:R:1
Ru -0.783 -0.718 1.684 3.563
C -2.499 0.071 4.192 -0.032
C -1.326 0.841 4.818 0.033
C -0.477 1.641 3.867 0.008
C 0.085 2.816 4.403 -0.005
C 0.939 3.606 3.645 0.000
C 1.262 3.176 2.344 0.002
C 0.550 2.100 1.834 0.003
N -0.227 1.248 2.584 0.063
N -2.201 -1.230 3.373 0.077
C -3.519 -1.651 2.846 -0.017
C -3.764 -0.955 1.530 -0.070
C -5.062 -0.789 1.088 0.211
C -5.305 -0.465 -0.258 -0.095
C -4.174 -0.332 -1.074 0.188
C -2.772 -0.408 -0.599 0.032
N -2.634 -0.624 0.842 0.126
C -1.632 -2.330 4.245 -0.024
C -0.174 -2.553 3.815 -0.113
C 0.579 -3.625 4.243 0.253
C 1.878 -3.763 3.792 -0.069
C 2.406 -2.895 2.879 0.176
C 1.740 -1.602 2.527 0.011
N 0.325 -1.647 2.997 0.259
H -3.027 0.733 3.506 0.001
H -3.193 -0.226 4.965 0.000
H -0.714 0.157 5.397 -0.003
H -1.723 1.567 5.586 -0.001
H -0.088 3.136 5.437 0.001
H 1.340 4.548 4.017 0.000
H 1.979 3.748 1.757 -0.003
H 0.735 1.813 0.763 0.045
H -4.321 -1.466 3.605 0.003
H -3.498 -2.747 2.717 -0.012
H -5.902 -1.024 1.736 0.012
H -6.314 -0.206 -0.576 -0.004
H -4.225 -0.366 -2.184 0.004
H -2.196 -1.109 -1.215 -0.063
H -2.234 -3.220 4.025 -0.005
H -1.764 -2.076 5.359 -0.006
H 0.122 -4.334 4.965 0.016
H 2.539 -4.559 4.153 -0.005
H 3.435 -3.056 2.471 -0.004
H 2.261 -0.770 3.066 0.038
C 1.433 -0.998 1.156 0.572
Ge 1.986 -1.917 -0.425 -0.204
C 3.998 -2.064 -0.559 0.000
C 4.700 -0.973 -0.066 0.033
C 6.081 -0.900 -0.315 0.010
C 6.755 -1.913 -0.999 0.000
C 6.011 -2.926 -1.622 0.001
C 4.675 -3.023 -1.400 -0.002
C 1.506 -3.734 -1.094 -0.001
C 1.958 -4.827 -0.360 0.012
C 1.374 -6.065 -0.502 0.007
C 0.537 -6.389 -1.563 0.000
C 0.194 -5.310 -2.414 0.000
C 0.634 -4.008 -2.141 0.001
C 1.860 -0.643 -1.976 -0.038
C 1.516 0.687 -1.827 0.041
C 1.219 1.405 -2.962 -0.002
C 1.432 0.868 -4.233 0.000
C 1.883 -0.457 -4.358 0.001
C 2.123 -1.199 -3.242 0.006
H 1.760 0.081 1.235 -0.141
H 4.234 -0.208 0.530 -0.003
H 6.624 0.021 0.017 0.000
H 7.819 -1.991 -1.085 0.000
H 6.571 -3.626 -2.297 0.000
H 4.136 -3.870 -1.858 0.001
H 2.709 -4.778 0.398 -0.012
H 1.500 -6.815 0.238 0.000
H 0.258 -7.462 -1.758 0.000
H -0.541 -5.433 -3.200 0.000
H 0.412 -3.179 -2.860 0.000
H 1.353 1.093 -0.851 0.020
H 0.873 2.472 -2.859 -0.002
H 1.197 1.427 -5.148 0.000
H 2.074 -0.964 -5.295 0.000
H 2.462 -2.197 -3.260 0.000
C -2.645 0.968 -5.848 0.001
C -2.200 -0.110 -5.114 0.000
C -1.906 0.074 -3.758 0.007
C -2.281 1.257 -3.050 0.009
C -2.613 2.377 -3.857 -0.004
C -2.826 2.211 -5.230 0.000
Si -2.337 1.413 -1.185 0.061
C -3.287 2.845 -0.613 0.006
C -2.617 3.831 0.188 -0.003
C -3.251 5.027 0.518 0.000
C -4.578 5.215 0.128 0.000
C -5.166 4.362 -0.771 0.004
C -4.510 3.149 -1.172 0.002
H -2.849 0.885 -6.940 0.000
H -2.098 -1.133 -5.541 0.000
H -1.528 -0.747 -3.221 -0.014
H -2.798 3.411 -3.446 0.000
H -3.078 3.121 -5.832 0.000
H -0.899 1.401 -0.721 0.038
H -1.664 3.642 0.631 0.005
H -2.682 5.679 1.162 0.000
H -5.083 6.107 0.519 0.000
H -6.099 4.632 -1.279 0.000
H -4.968 2.495 -1.948 -0.008
N 3.691 5.360 -1.602 0.000
C 3.616 4.311 -0.714 0.000
N 4.771 4.151 0.049 0.000
O 2.643 3.534 -0.658 -0.001
H 4.317 6.139 -1.435 0.000
H 2.814 5.704 -1.963 0.000
H 5.552 4.789 0.001 0.000
H 4.818 3.257 0.489 0.000
```

Properties
orbital gap (alpha / beta)	0.2080 / 0.1920	Eh
expectation value of S²	8.85
HOMO level (alpha / beta)	-5.404 / -5.613	eV
max |F|	0.0717	Eh/bohr
DFT total energy	-4838.8071	Ha
total charge	0
multiplicity	6


The following is a DFT calculation (ωB97M-V with the def2-TZVPD basis set) of one molecule with the formula C5H15N3 at a distorted geometry.

Geometry as XYZ:
```
23
Properties=species:S:1:pos:R:3:mulliken_charge:R:1
C 1.083 2.061 -0.940 -0.926
N -0.220 1.588 -0.546 -0.511
C -0.256 0.207 -0.112 0.393
C -1.679 -0.266 -0.112 -0.818
N -2.242 -0.231 -1.478 -0.624
C 0.387 0.038 1.274 -1.121
C 1.595 -0.884 1.217 -0.628
N 1.147 -2.264 0.976 -0.658
H 1.759 2.122 -0.083 0.250
H 1.031 3.084 -1.314 0.372
H 1.564 1.431 -1.698 0.295
H -0.877 1.716 -1.302 0.325
H 0.353 -0.403 -0.813 0.257
H -2.371 0.290 0.517 0.362
H -1.710 -1.286 0.262 0.394
H -3.229 -0.452 -1.475 0.240
H -1.860 -0.978 -2.049 0.204
H 0.516 1.065 1.617 0.552
H -0.344 -0.424 1.938 0.349
H 2.302 -0.474 0.483 0.328
H 2.086 -0.898 2.192 0.450
H 2.001 -2.819 0.925 0.246
H 0.824 -2.283 0.005 0.267
```

Properties
SMILES	CN[C@H](CN)CCN
orbital gap	0.3541	Eh
energy relative to the best compared isomer or geometry (same formula, charge and spin)	22.8	kcal/mol
HOMO level	-8.607	eV
max |F|	0.0339	Eh/bohr
DFT total energy	-363.7507	Ha
total charge	0
multiplicity	1


The following is a DFT calculation (ωB97M-V with the def2-TZVPD basis set) of one molecule with the formula C2H6N6O at a distorted geometry.

Geometry as XYZ:
```
15
Properties=species:S:1:pos:R:3:mulliken_charge:R:1
H -0.202 2.311 0.169 0.191
N -1.035 1.764 -0.122 -0.831
C -0.698 0.524 -0.227 0.600
C 0.577 -0.187 -0.130 0.402
N 1.818 0.463 -0.209 -0.166
N 2.942 -0.323 0.159 -0.665
N 0.469 -1.487 -0.080 -0.434
O -0.876 -1.771 -0.099 -0.196
N -1.628 -0.505 -0.399 0.217
N -2.831 -0.425 0.307 -0.641
H 1.856 1.370 0.348 0.297
H 2.563 -1.165 0.661 0.327
H 3.303 -0.761 -0.665 0.269
H -3.489 -0.423 -0.490 0.292
H -2.769 0.616 0.779 0.338
```

Properties
SMILES	[H]/N=c1\c(NN)non1N
orbital gap	0.3399	Eh
energy relative to the best compared isomer or geometry (same formula, charge and spin)	50.9	kcal/mol
HOMO level	-8.947	eV
max |F|	0.0664	Eh/bohr
DFT total energy	-483.4084	Ha
total charge	0
multiplicity	1


The following is a DFT calculation (ωB97M-V with the def2-TZVPD basis set) of a 7-piece molecular cluster, C18H36Br10O2 overall at a distorted geometry.

Geometry as XYZ:
```
66
Properties=species:S:1:pos:R:3:mulliken_charge:R:1
C 8.859 8.398 4.793 -0.606
C 9.399 7.292 5.782 -0.127
C 10.522 8.049 6.584 -0.220
O 10.474 9.438 6.217 -0.201
C 9.152 9.607 5.686 -0.248
H 7.797 8.306 4.550 0.366
H 9.464 8.490 3.887 0.297
H 9.814 6.382 5.348 0.418
H 8.561 7.020 6.423 -0.364
H 11.499 7.646 6.257 0.223
H 10.479 7.905 7.664 0.103
H 9.180 10.542 5.118 0.297
H 8.394 9.728 6.492 0.035
C 15.905 7.660 6.802 -0.622
C 16.673 8.930 6.249 -0.189
C 16.522 9.951 7.432 -0.647
O 15.309 9.664 8.068 -0.250
C 15.109 8.269 8.073 -0.339
H 16.523 6.816 7.115 0.318
H 15.244 7.319 6.001 0.235
H 16.052 9.283 5.427 -0.025
H 17.721 8.761 5.973 0.422
H 16.501 11.032 7.181 0.276
H 17.396 9.863 8.109 0.319
H 14.043 8.039 8.141 0.181
H 15.588 7.844 8.974 0.368
Br 10.979 14.017 4.530 -0.142
C 9.881 14.838 5.882 0.089
C 8.725 13.912 6.353 -0.290
Br 7.688 14.807 7.715 -0.140
H 9.485 15.747 5.426 0.413
H 10.553 15.056 6.703 -0.266
H 9.045 12.929 6.714 -0.139
H 8.002 13.708 5.563 0.429
Br 12.487 14.140 11.866 -0.168
C 12.077 15.729 10.890 -0.626
C 11.634 15.464 9.483 -0.188
Br 11.164 17.190 8.669 -0.147
H 13.004 16.302 10.884 0.387
H 11.291 16.222 11.454 0.397
H 10.694 14.930 9.432 0.217
H 12.393 14.982 8.871 0.122
Br 13.008 8.765 11.243 -0.187
C 11.805 10.091 10.428 -0.237
C 12.277 10.568 9.092 0.354
Br 11.083 11.976 8.450 -0.124
H 11.753 10.897 11.155 0.310
H 10.837 9.614 10.349 0.053
H 12.162 9.804 8.318 -0.589
H 13.302 10.934 9.019 0.392
Br 13.279 9.672 3.962 -0.173
C 13.131 10.966 5.430 0.441
C 14.183 12.027 5.323 -0.550
Br 14.101 13.234 6.836 -0.193
H 13.310 10.363 6.325 -0.394
H 12.132 11.396 5.441 0.033
H 14.011 12.661 4.448 0.512
H 15.176 11.572 5.402 0.300
Br 8.860 7.597 10.498 -0.087
C 7.156 6.742 10.254 -0.565
C 6.727 6.614 8.823 -0.539
Br 6.226 8.254 7.968 -0.100
H 6.490 7.443 10.768 0.345
H 7.159 5.767 10.766 0.352
H 5.874 5.953 8.732 0.405
H 7.498 6.167 8.190 0.272
```

Properties
SMILES	C1CCOC1.C1CCOC1.BrCCBr.BrCCBr.BrCCBr.BrCCBr.BrCCBr
orbital gap	0.3702	Eh
energy relative to the best compared isomer or geometry (same formula, charge and spin)	0.0	kcal/mol
HOMO level	-9.674	eV
max |F|	0.0371	Eh/bohr
DFT total energy	-26598.0481	Ha
total charge	0
multiplicity	1


The following is a DFT calculation (ωB97M-V with the def2-TZVPD basis set) of C20H51AlBr3ClCsKN2NaO9 as an isolated structure at a distorted geometry.

Geometry as XYZ:
```
90
Properties=species:S:1:pos:R:3:mulliken_charge:R:1
Al 6.688 -2.738 -1.023 0.107
C 5.227 -4.097 -1.633 -0.588
C 3.845 -3.633 -0.815 -0.349
C 3.369 -2.225 -1.517 -0.296
Cl 1.605 -2.291 -2.081 -0.330
H 7.188 -3.120 0.430 -0.432
H 7.819 -2.704 -2.131 -0.317
H 6.019 -1.289 -0.905 -0.245
H 4.965 -3.982 -2.775 0.328
H 5.517 -5.210 -1.417 0.154
H 4.173 -3.479 0.308 0.229
H 3.073 -4.511 -0.897 0.292
H 3.480 -1.284 -0.799 0.269
H 4.052 -2.004 -2.468 0.238
K 8.605 -0.723 -2.248 0.979
Cs 9.205 -3.823 0.432 0.975
C 13.678 -1.151 1.457 -0.582
O 12.731 -1.471 0.588 -0.615
H 13.560 -0.201 2.005 0.227
H 13.854 -1.849 2.293 0.201
H 14.703 -1.036 1.067 0.217
C -2.608 1.435 -0.671 -1.687
C -1.479 0.576 -0.118 0.443
C -0.390 1.391 0.595 -0.865
O 0.431 2.060 -0.371 -0.259
C 0.062 3.419 -0.606 -0.699
N -0.825 -0.125 -1.267 -0.023
H -2.296 2.032 -1.531 0.490
H -3.441 0.802 -1.002 0.439
H -2.993 2.114 0.098 0.326
H -1.885 -0.194 0.547 0.116
H 0.274 0.694 1.124 0.457
H -0.798 2.073 1.349 0.399
H -0.442 3.875 0.250 0.233
H -0.582 3.467 -1.487 0.175
H 0.971 3.987 -0.822 0.399
H -1.491 -0.519 -1.942 0.315
H -0.202 -0.877 -0.947 0.262
H -0.218 0.555 -1.753 0.333
C 5.028 -7.797 -3.037 -0.735
C 6.524 -7.755 -3.293 0.599
O 6.980 -6.633 -3.649 -0.674
O 7.122 -8.853 -3.114 -0.687
H 4.567 -6.819 -3.208 0.162
H 4.557 -8.522 -3.707 0.320
H 4.836 -8.093 -2.002 0.192
C -3.915 5.212 -1.424 -0.601
C -3.921 6.265 -0.358 0.347
O -4.886 6.524 0.339 -0.437
N -2.729 6.961 -0.017 0.297
C -2.934 8.263 0.662 -0.728
H -4.942 5.035 -1.755 0.375
H -3.325 5.541 -2.283 0.276
H -3.501 4.287 -1.017 0.001
H -2.110 7.008 -0.831 -0.095
H -2.261 6.338 0.649 0.344
H -3.517 8.108 1.574 0.403
H -3.442 8.938 -0.031 -0.082
H -1.948 8.657 0.922 0.451
C -8.518 -2.119 4.902 -0.773
O -7.288 -2.468 4.286 -0.266
C -7.407 -3.629 3.462 -0.590
C -6.272 -3.671 2.435 -0.332
O -6.506 -2.817 1.308 -0.483
C -6.344 -1.412 1.548 -0.542
C -4.877 -0.998 1.689 -0.178
O -4.404 -1.287 3.006 -0.339
C -2.990 -1.360 3.066 -0.623
H -8.867 -2.931 5.546 0.323
H -8.355 -1.227 5.511 0.232
H -9.270 -1.886 4.143 0.328
H -8.372 -3.631 2.940 0.354
H -7.347 -4.506 4.114 0.437
H -6.228 -4.686 2.024 0.395
H -5.299 -3.471 2.890 0.131
H -6.947 -1.085 2.396 0.199
H -6.751 -0.918 0.659 0.407
H -4.784 0.082 1.534 0.313
H -4.273 -1.526 0.941 0.233
H -2.624 -2.170 2.426 0.310
H -2.698 -1.576 4.097 0.333
H -2.544 -0.411 2.763 0.179
C 0.651 5.056 -4.104 -0.407
Br 1.560 3.474 -3.429 0.057
Br -0.389 5.940 -2.718 -0.118
Br 1.884 6.282 -4.977 0.000
H -0.057 4.717 -4.868 0.472
O 3.881 3.999 -0.134 -0.904
H 2.979 3.740 -0.091 0.190
Na -3.170 9.883 -1.094 0.619
```

Properties
orbital gap	0.0306	Eh
energy relative to the best compared isomer or geometry (same formula, charge and spin)	45.9	kcal/mol
HOMO level	-7.005	eV
max |F|	0.0962	Eh/bohr
DFT total energy	-10785.3646	Ha
total charge	+1
multiplicity	1


The following is a DFT calculation (ωB97M-V with the def2-TZVPD basis set) of C23H28N5O3RuS2 as an isolated structure at a distorted geometry.

Geometry as XYZ:
```
62
Properties=species:S:1:pos:R:3:mulliken_spin:R:1
Ru 0.342 -1.233 0.281 2.962
C -2.616 -1.001 3.571 0.011
C -1.953 -0.810 2.239 0.085
N -0.704 -0.422 2.151 0.338
C 0.148 -0.185 3.285 -0.050
C 1.427 0.507 2.816 -0.005
N 2.101 -0.279 1.780 0.121
C 3.103 0.451 1.013 -0.012
C 3.371 -0.167 -0.385 0.022
N 2.428 -1.225 -0.740 0.099
C 2.318 -1.540 -2.172 0.002
C 1.132 -0.850 -2.854 -0.004
N -0.042 -1.019 -2.047 0.102
C -1.233 -1.269 -2.415 -0.019
C -1.669 -1.527 -3.830 0.028
C -2.241 -1.318 -1.339 0.053
C -3.545 -1.708 -1.538 0.042
C -4.408 -1.792 -0.429 0.129
C -3.934 -1.510 0.830 -0.057
C -2.604 -1.098 0.998 0.267
N -1.810 -0.963 -0.110 0.347
H -2.001 -1.668 4.179 0.009
H -3.605 -1.439 3.479 0.002
H -2.705 -0.050 4.101 0.014
H 0.411 -1.137 3.765 0.009
H -0.339 0.451 4.029 0.015
H 2.075 0.683 3.682 0.005
H 1.160 1.467 2.373 -0.001
H 2.472 -1.135 2.179 -0.004
H 4.049 0.524 1.560 0.003
H 2.716 1.458 0.878 -0.002
H 4.392 -0.557 -0.425 0.002
H 3.289 0.627 -1.129 0.001
H 2.665 -2.111 -0.282 -0.018
H 2.174 -2.617 -2.242 -0.001
H 3.237 -1.276 -2.702 0.003
H 1.044 -1.257 -3.864 0.005
H 1.321 0.227 -2.929 0.001
H -0.862 -1.362 -4.537 0.001
H -2.501 -0.875 -4.096 -0.004
H -2.000 -2.562 -3.918 0.000
H -3.904 -1.966 -2.524 0.001
H -5.435 -2.103 -0.565 0.009
H -4.588 -1.601 1.686 0.003
C 0.330 0.718 -0.061 0.046
C 0.287 1.914 -0.240 0.005
C 0.286 3.336 -0.389 0.004
C 1.476 4.027 -0.636 0.010
C 1.473 5.407 -0.745 -0.004
C 0.288 6.116 -0.612 0.009
C -0.899 5.438 -0.374 -0.004
C -0.904 4.057 -0.264 0.012
H 2.398 3.470 -0.745 0.001
H 2.400 5.934 -0.934 0.000
H 0.288 7.195 -0.696 0.001
H -1.826 5.988 -0.274 0.000
H -1.824 3.518 -0.077 0.000
O 2.022 -3.916 -0.296 -0.002
S 0.704 -4.093 0.321 -0.015
O -0.326 -3.313 -0.419 0.104
O 0.336 -5.462 0.540 0.013
S 0.814 -3.100 2.098 0.308
```

Properties
orbital gap (alpha / beta)	0.2036 / 0.2423	Eh
energy relative to the best compared isomer or geometry (same formula, charge and spin)	0.4	kcal/mol
expectation value of S²	8.79
HOMO level (alpha / beta)	-5.658 / -8.116	eV
max |F|	0.0360	Eh/bohr
DFT total energy	-2283.8535	Ha
total charge	0
multiplicity	6